Record 1
Entry from OMol25: C21H29N3O4S2 in the gas phase (ωB97M-V/def2-TZVPD).

Geometry as XYZ:
```
59
Properties=species:S:1:pos:R:3:forces:R:3:nbo_charge:R:1
C -2.28347 -3.62285 1.86878 0.103 0.272 0.071 -0.614
C -2.16579 -2.12489 2.12616 -0.136 -0.194 -0.026 -0.210
N -3.06820 -1.35384 1.28406 -0.044 0.025 0.058 -0.450
C -2.62723 -1.30577 -0.09980 -0.159 -0.006 -0.106 -0.238
C -3.67474 -0.59311 -0.95668 0.384 -0.512 -0.317 -0.238
N -3.99146 0.71667 -0.44690 0.337 0.856 -0.486 -0.674
S -3.23671 2.03619 -1.09675 -0.150 -0.075 -0.048 2.337
O -3.89447 3.19491 -0.57372 0.150 -0.036 0.320 -0.937
O -3.18217 1.83084 -2.51318 0.239 -0.238 0.056 -0.939
C -1.54525 2.03489 -0.47487 -0.563 0.039 -0.284 -0.333
C -1.25621 2.69670 0.70430 0.083 0.093 0.097 -0.200
C 0.02189 2.60488 1.23252 -0.136 0.079 0.072 -0.177
C 0.97927 1.85580 0.57117 0.532 -0.047 0.188 -0.309
S 2.57294 1.69427 1.40004 -0.115 0.011 -0.234 2.339
O 2.40883 0.67203 2.39422 0.056 -0.208 -0.154 -0.944
O 2.95073 3.00851 1.83280 -0.065 0.044 -0.230 -0.935
N 3.62980 1.15549 0.25604 -0.588 0.375 0.950 -0.707
C 4.32340 2.13744 -0.54249 0.056 0.613 -0.499 -0.219
C 3.76711 2.26933 -1.95873 0.188 -0.011 0.238 -0.619
C 4.07239 -0.22730 0.30371 -0.215 -0.493 0.232 -0.242
C 3.14846 -1.13961 -0.46157 0.128 -0.233 -0.027 -0.057
C 3.39777 -1.47429 -1.78621 0.006 0.020 0.099 -0.213
C 2.51000 -2.27212 -2.48875 0.002 0.012 -0.120 -0.208
C 1.36642 -2.74772 -1.87063 -0.074 -0.028 -0.037 -0.214
C 1.11722 -2.42951 -0.54541 -0.031 -0.018 0.012 -0.225
C 2.00156 -1.62902 0.15516 0.120 -0.085 0.021 -0.164
C 0.69850 1.22369 -0.62493 -0.051 -0.053 -0.106 -0.211
C -0.57993 1.31747 -1.15518 0.056 0.043 -0.073 -0.141
C -4.31289 0.72176 0.95776 0.062 0.170 0.705 -0.236
C -3.25340 -0.00365 1.78972 -0.148 0.080 -0.044 -0.238
H -1.72956 -4.16697 2.62932 0.075 -0.118 0.028 0.216
H -1.88532 -3.90187 0.89686 0.044 -0.092 -0.099 0.196
H -3.32746 -3.91990 1.91291 -0.104 -0.062 0.008 0.216
H -1.11848 -1.79657 2.00005 -0.026 0.051 0.058 0.164
H -2.45010 -1.93221 3.16342 0.079 0.050 -0.022 0.198
H -2.51663 -2.32598 -0.46887 0.060 0.025 -0.064 0.208
H -1.65090 -0.79316 -0.18889 -0.089 -0.141 0.026 0.171
H -3.33004 -0.46621 -1.98248 -0.056 -0.223 -0.008 0.237
H -4.59679 -1.18410 -0.95691 0.061 0.044 -0.045 0.208
H -2.03157 3.27371 1.18322 -0.020 0.095 0.126 0.248
H 0.29532 3.10092 2.15014 -0.089 0.131 0.117 0.244
H 5.38740 1.88031 -0.58362 -0.103 -0.002 0.135 0.194
H 4.22151 3.08792 -0.01457 0.250 -0.024 -0.171 0.237
H 3.78926 1.31169 -2.47270 -0.026 -0.081 -0.112 0.204
H 2.74216 2.63045 -1.93633 -0.085 0.034 -0.042 0.213
H 4.37106 2.97844 -2.51900 0.029 0.077 -0.118 0.218
H 5.08759 -0.28104 -0.09746 -0.082 0.110 0.057 0.212
H 4.08605 -0.52705 1.35487 0.193 -0.104 -0.182 0.240
H 4.29664 -1.11715 -2.26931 0.100 0.046 -0.052 0.209
H 2.71412 -2.52606 -3.51845 0.017 -0.027 -0.084 0.217
H 0.67557 -3.37141 -2.41824 -0.057 -0.062 -0.047 0.216
H 0.23458 -2.81160 -0.05510 -0.110 -0.033 0.064 0.212
H 1.81248 -1.36784 1.18574 -0.057 -0.017 0.116 0.228
H 1.46236 0.65653 -1.13023 0.040 -0.036 -0.120 0.248
H -0.83899 0.84797 -2.09130 0.064 -0.092 -0.115 0.238
H -4.41579 1.76232 1.26371 -0.118 -0.091 0.170 0.236
H -5.27437 0.21288 1.08379 0.046 0.077 0.000 0.208
H -3.59921 -0.06599 2.82409 0.042 0.049 -0.015 0.209
H -2.30525 0.56478 1.77468 -0.105 -0.081 0.068 0.170
```
Positions in Å, forces in eV/Å.

SMILES: CCN1CCN(S(=O)(=O)c2ccc(S(=O)(=O)N(CC)Cc3ccccc3)cc2)CC1
Gap between HOMO and LUMO in eV: 9.05
Maximum force in eV/A: 1.18
Calculated total energy in eV: -56577.608
HOMO level in hartree: -0.3262
2S+1: 1
Relative energy (zero: lowest compared OMol25 entry of this formula, charge and spin) in kJ/mol: 225.5

---

Record 2
Entry from OMol25: C21H29N5O2 in the gas phase (ωB97M-V/def2-TZVPD).

Geometry as XYZ:
```
57
Properties=species:S:1:pos:R:3:forces:R:3:nbo_charge:R:1
C -5.06999 5.39974 -0.28244 -0.004 0.003 0.002 -0.626
C -3.96199 4.53209 0.22404 0.007 0.003 0.001 -0.127
C -2.84678 4.90646 0.99985 0.005 -0.019 0.005 -0.057
N -2.05304 3.87753 1.26061 0.001 0.020 -0.015 -0.273
N -2.63757 2.83360 0.66527 0.005 -0.008 0.016 -0.161
C -1.99583 1.53735 0.70770 -0.006 -0.011 0.009 -0.201
C -0.74557 1.49020 -0.15809 0.007 0.010 -0.012 -0.416
C -0.01743 0.15789 -0.01667 -0.015 0.046 -0.012 -0.214
N 1.19985 0.07976 -0.79656 0.020 -0.058 0.021 -0.620
C 2.46102 0.41072 -0.39537 -0.003 -0.055 0.025 0.688
O 3.40696 0.29846 -1.15276 -0.006 0.059 -0.031 -0.620
C 2.62025 0.90148 1.03253 -0.007 -0.007 -0.004 -0.508
C 4.05195 1.29986 1.34607 0.008 0.008 0.006 -0.206
C 5.04562 0.11464 1.40696 0.006 0.001 0.001 -0.405
C 5.69818 0.22703 2.78685 -0.007 -0.004 0.004 -0.230
N 5.54136 1.63667 3.13055 0.001 0.000 -0.001 -0.430
C 5.81149 1.93599 4.51911 0.002 0.003 0.000 -0.224
C 7.26532 1.74872 4.87861 -0.008 -0.002 0.002 -0.031
C 8.26727 2.18396 4.01408 0.003 -0.001 0.000 -0.163
C 9.59991 2.03168 4.34970 -0.001 0.005 -0.008 -0.166
C 9.95923 1.45551 5.56455 0.003 0.010 0.017 -0.161
C 11.42046 1.32119 5.86842 -0.006 -0.047 0.006 0.660
N 11.75093 1.16999 7.18677 -0.004 0.009 -0.018 -0.824
O 12.26249 1.32324 4.99278 0.017 0.018 0.002 -0.604
C 8.96363 1.01091 6.42554 -0.010 -0.002 0.007 -0.194
C 7.62734 1.15279 6.07916 0.005 -0.001 -0.002 -0.208
C 4.18243 1.95045 2.72489 -0.006 -0.001 0.012 -0.214
C -3.78052 3.18179 0.03230 -0.011 0.002 -0.012 -0.056
H -5.96361 4.81349 -0.49552 0.003 -0.002 -0.005 0.216
H -5.33939 6.15767 0.45321 -0.003 -0.001 0.000 0.219
H -4.78749 5.91854 -1.20021 0.002 0.002 0.003 0.218
H -2.59882 5.88356 1.38474 -0.002 0.002 0.001 0.206
H -1.74477 1.32210 1.74826 -0.001 0.003 -0.001 0.211
H -2.72859 0.79759 0.38116 0.001 0.000 0.000 0.203
H -1.01392 1.65729 -1.20448 0.003 0.000 0.002 0.207
H -0.08548 2.30747 0.13778 -0.001 0.000 0.001 0.223
H 0.21700 -0.02480 1.03314 0.001 -0.001 0.001 0.201
H -0.67102 -0.66087 -0.32798 0.001 0.002 -0.002 0.200
H 1.14325 -0.22388 -1.75588 0.001 -0.001 0.001 0.403
H 1.93941 1.74247 1.20018 0.000 0.001 0.000 0.225
H 2.29961 0.10736 1.71646 0.000 0.004 0.000 0.219
H 4.38885 2.00327 0.58505 -0.004 -0.001 -0.002 0.224
H 4.54292 -0.84425 1.27585 -0.002 0.000 0.000 0.207
H 5.78136 0.19781 0.61064 0.001 -0.002 0.000 0.227
H 5.16663 -0.40482 3.52204 -0.002 0.002 -0.003 0.154
H 6.74811 -0.06498 2.79986 0.002 0.002 -0.003 0.213
H 5.53145 2.97844 4.70019 -0.002 -0.002 0.000 0.211
H 5.18906 1.31719 5.19081 0.002 0.001 -0.002 0.165
H 7.98467 2.62820 3.06816 0.002 0.000 -0.001 0.223
H 10.38660 2.35192 3.67978 -0.002 0.001 -0.003 0.236
H 11.11006 1.44951 7.90679 -0.001 0.005 0.002 0.391
H 12.73367 1.19005 7.40115 0.001 0.002 -0.001 0.403
H 9.21893 0.51363 7.35319 0.001 0.001 -0.001 0.210
H 6.85718 0.78294 6.74600 0.000 0.001 0.000 0.210
H 4.01445 3.02912 2.71369 0.004 0.001 -0.003 0.205
H 3.45010 1.50320 3.42599 0.003 -0.004 -0.006 0.149
H -4.37544 2.45204 -0.49300 -0.001 0.000 0.002 0.213
```
Positions in Å, forces in eV/Å.

SMILES: Cc1cnn(CCCNC(=O)C[C@@H]2CCN(Cc3ccc(C(N)=O)cc3)C2)c1
Gap between HOMO and LUMO in eV: 9.39
Maximum force in eV/A: 0.07
Calculated total energy in eV: -33794.242
HOMO level in hartree: -0.3217
2S+1: 1
Relative energy (zero: lowest compared OMol25 entry of this formula, charge and spin) in kJ/mol: 126.2

---

Record 3
Entry from OMol25: C21H29N5O3 in the gas phase (ωB97M-V/def2-TZVPD).

Geometry as XYZ:
```
58
Properties=species:S:1:pos:R:3:forces:R:3:nbo_charge:R:1
C -0.60579 -5.06274 -0.98596 0.005 0.243 -0.030 -0.606
C -0.40817 -3.57072 -0.75395 0.089 -0.167 0.186 -0.405
C 0.33131 -3.31557 0.56176 -0.336 -0.274 -0.193 -0.226
N 0.58499 -1.90048 0.78146 0.133 -0.089 0.021 -0.422
C 1.69429 -1.28443 0.26271 0.208 0.542 0.135 0.455
N 2.61340 -2.02008 -0.42970 -0.165 -0.144 0.062 -0.806
C 1.93384 0.04185 0.50274 0.299 -0.031 -0.304 -0.123
N 3.10923 0.59988 -0.09070 -0.454 0.008 0.350 -0.474
C 4.15513 0.88677 0.88663 0.423 -0.142 0.072 -0.219
C 5.45381 1.21480 0.15688 -0.111 0.208 0.193 -0.403
C 5.24501 2.41488 -0.76089 0.062 -0.247 -0.168 -0.398
C 4.08945 2.12483 -1.71287 -0.120 0.189 0.163 -0.401
C 2.83726 1.77320 -0.91590 0.073 0.095 -0.503 -0.221
C 1.04990 0.81993 1.32183 0.173 -0.319 -0.128 0.648
O 1.20846 1.97927 1.64744 0.040 0.111 -0.027 -0.614
N -0.09837 0.11519 1.75665 -0.100 0.102 0.187 -0.451
C -1.04602 0.84799 2.58642 -0.134 0.333 0.242 -0.325
C -2.23032 1.42288 1.79231 0.361 -0.132 0.379 0.676
O -2.53021 2.59254 1.84132 -0.054 0.196 0.108 -0.595
N -2.88219 0.47572 1.07491 -0.155 -0.477 -0.246 -0.666
C -4.00552 0.68549 0.25022 -0.306 0.163 -0.152 0.215
C -5.10044 -0.15635 0.42135 0.080 0.060 0.021 -0.237
C -6.22976 -0.00984 -0.35912 -0.036 -0.048 -0.045 -0.218
C -6.26907 0.98312 -1.32359 -0.087 -0.014 -0.035 -0.220
C -5.16900 1.79773 -1.51474 -0.031 -0.043 0.054 -0.191
C -4.01580 1.66186 -0.75031 0.049 -0.036 0.056 -0.041
C -2.82415 2.52055 -1.02611 -0.008 0.166 0.069 -0.640
C -0.35513 -1.20088 1.51003 0.101 0.020 -0.085 0.815
O -1.36994 -1.75282 1.90906 -0.212 -0.213 0.138 -0.677
H -1.14048 -5.23306 -1.91650 -0.038 -0.099 -0.059 0.219
H -1.18223 -5.49821 -0.17401 -0.068 -0.117 0.075 0.210
H 0.35219 -5.57606 -1.04040 0.077 -0.117 -0.015 0.200
H -1.37842 -3.07340 -0.70785 0.037 0.097 -0.021 0.219
H 0.14521 -3.13653 -1.59100 -0.018 0.080 -0.009 0.188
H 1.28312 -3.84994 0.59558 -0.049 0.040 0.034 0.206
H -0.29300 -3.65590 1.39109 0.197 -0.006 -0.112 0.248
H 2.29671 -2.78196 -1.00519 -0.026 0.004 0.028 0.391
H 3.31490 -1.40921 -0.83380 -0.033 0.003 -0.050 0.429
H 4.28458 -0.00155 1.51145 -0.016 0.076 0.015 0.200
H 3.87057 1.72914 1.53399 -0.024 -0.066 0.003 0.190
H 6.23695 1.42276 0.88736 0.053 -0.045 0.013 0.211
H 5.76043 0.35064 -0.43682 0.049 -0.062 0.009 0.192
H 6.15668 2.62670 -1.32274 0.010 0.078 0.034 0.208
H 5.00480 3.29353 -0.15882 0.031 0.087 0.023 0.199
H 3.88532 2.99190 -2.34255 -0.007 0.000 -0.065 0.211
H 4.35284 1.28529 -2.36040 -0.014 -0.015 -0.074 0.192
H 2.01408 1.52536 -1.59261 0.020 0.050 0.067 0.200
H 2.53357 2.63334 -0.30391 -0.021 -0.085 -0.024 0.199
H -1.42508 0.17641 3.36140 0.061 0.080 -0.087 0.237
H -0.50509 1.68550 3.03205 -0.192 -0.182 -0.099 0.270
H -2.70414 -0.48878 1.34232 0.123 0.174 -0.016 0.431
H -5.05649 -0.92347 1.18158 -0.012 -0.048 0.108 0.209
H -7.07638 -0.66360 -0.21199 -0.065 -0.055 0.018 0.212
H -7.15030 1.11310 -1.93392 -0.072 0.012 -0.053 0.211
H -5.19456 2.55546 -2.28486 0.023 0.072 -0.073 0.207
H -2.91946 3.00968 -1.99248 0.021 -0.025 -0.089 0.210
H -2.72250 3.28148 -0.25220 0.066 0.007 -0.080 0.258
H -1.91002 1.92677 -1.01464 0.100 -0.001 -0.019 0.212
```
Positions in Å, forces in eV/Å.

SMILES: CCCn1c(N)c(N2CCCCC2)c(=O)n(CC(=O)Nc2ccccc2C)c1=O
Gap between HOMO and LUMO in eV: 8.97
Maximum force in eV/A: 0.60
Calculated total energy in eV: -35843.387
HOMO level in hartree: -0.3116
2S+1: 1
Relative energy (zero: lowest compared OMol25 entry of this formula, charge and spin) in kJ/mol: 31.2